1.
The following is a quantum chemistry calculation of C26H46BCl2MnN2O30 as an isolated structure in a non-equilibrium geometry, from the Open Molecules 2025 dataset.

Last column: Mulliken charge in e.
Positions of all 108 atoms, in Å:
1 H -3.68 3.33 4.19  0.296
2 H -3.63 -1.06 -2.68  0.202
3 H 3.74 1.61 1.40  0.381
4 O -2.25 -1.84 -5.50  -0.132
5 O -5.70 3.61 0.65  -0.430
6 C -7.03 5.70 -0.22  -0.714
7 O -3.10 -1.42 -7.44  -0.302
8 H -1.39 -3.20 3.01  0.271
9 O -0.36 -2.47 -0.83  -0.639
10 H 3.91 -4.63 0.35  0.041
11 H -7.40 6.07 -1.17  0.286
12 C -5.05 2.37 0.98  0.001
13 H 4.11 -1.09 1.86  -0.825
14 H 0.35 5.63 4.70  0.310
15 C -4.94 4.56 0.12  0.558
16 C -1.12 -2.78 3.97  -0.855
17 H -3.31 -0.06 -4.08  0.453
18 H -4.48 4.40 -3.44  0.247
19 O 1.13 -3.13 3.76  -0.587
20 O 2.41 3.68 1.32  -0.338
21 O 3.04 -2.22 -0.16  -0.150
22 H 1.44 5.40 0.68  0.247
23 C -3.84 -0.09 -3.13  -0.818
24 H 3.96 -6.14 -0.54  0.356
25 O -2.65 -0.17 2.31  -0.645
26 H -3.15 -2.58 -9.20  0.314
27 C -4.06 3.79 -4.24  -0.647
28 C -3.13 -1.55 -8.85  -0.684
29 H -4.05 -1.07 -9.20  0.231
30 H -4.90 0.02 -3.34  0.325
31 H 4.80 -2.52 -1.85  0.191
32 H -5.86 1.66 1.15  0.417
33 O 0.47 -1.14 4.24  -0.525
34 H 2.49 -5.67 0.30  0.216
35 N 0.27 -2.30 3.94  1.111
36 H -1.26 -3.51 4.76  0.345
37 H 3.43 -2.26 2.96  0.118
38 O -1.85 3.99 1.82  0.312
39 C -1.52 4.42 2.91  0.574
40 C -1.41 -2.55 -4.61  -0.769
41 H 6.69 -8.83 1.99  0.349
42 H -1.80 -1.96 4.20  0.242
43 H -1.87 -2.57 -3.63  0.180
44 C -0.51 6.11 4.26  -0.761
45 C 1.49 2.95 0.76  0.439
46 H 6.43 -2.08 -2.59  0.336
47 H 3.69 1.54 -0.36  0.405
48 C -3.35 2.19 -2.65  0.866
49 H 6.24 -2.63 -0.90  0.283
50 H -2.53 2.31 5.10  0.308
51 H 6.17 -9.10 3.67  0.224
52 H -1.36 6.17 4.94  0.341
53 H -7.58 4.80 0.07  0.333
54 O -1.91 1.70 0.26  0.625
55 H -4.74 3.74 -5.09  0.264
56 O -3.39 0.95 -2.25  -0.099
57 O -0.87 5.57 2.98  -0.355
58 H -1.31 -3.60 -4.91  0.408
59 H 5.52 -2.43 4.17  0.373
60 C 4.18 -1.48 2.86  0.896
61 H -4.39 2.01 0.20  -0.212
62 Mn -1.58 3.65 -0.34  1.103
63 O -5.63 5.58 -0.34  -0.341
64 C -2.19 -2.15 -6.80  0.656
65 O 1.11 -1.23 0.48  0.182
66 O -3.74 4.53 0.03  -0.377
67 H -4.50 2.49 1.91  -0.002
68 H -7.30 6.44 0.54  0.270
69 O -1.19 -1.51 1.23  -0.270
70 H 2.22 5.51 2.32  0.200
71 O 1.16 -3.82 -1.79  -0.600
72 O 6.45 -0.33 -0.36  -0.576
73 O -2.76 3.04 -2.00  -0.424
74 C 2.28 5.12 1.31  -0.620
75 H -0.40 -2.15 -4.55  0.319
76 C 5.78 -2.08 -1.72  -0.735
77 C 3.58 -5.67 0.36  -0.431
78 H -2.27 -1.06 -9.30  0.303
79 O -3.94 2.40 -3.80  -0.349
80 O 3.95 -6.33 1.56  -0.281
81 O -1.68 3.83 4.06  -0.380
82 O 4.81 0.03 -1.70  -0.576
83 H 3.11 0.17 0.60  -0.927
84 H -2.59 2.11 3.34  -0.191
85 C 5.56 -2.02 3.16  -0.557
86 C 1.85 -2.07 -0.23  0.495
87 C -2.73 2.81 4.17  -0.159
88 O 5.69 -7.35 0.54  -0.587
89 O -0.74 -0.03 -0.54  -0.811
90 C 6.44 -8.35 2.92  -0.657
91 Cl 5.97 -3.34 2.07  -0.153
92 H 7.23 -7.73 3.34  0.248
93 O -1.44 -2.94 -7.30  -0.537
94 H -3.09 4.19 -4.51  0.285
95 O 5.26 -7.54 2.75  -0.345
96 O 0.33 3.30 0.56  -0.327
97 C 5.04 -7.09 1.52  0.842
98 O 1.81 1.72 0.54  0.139
99 C 3.18 1.24 0.55  0.274
100 B -0.30 -1.33 0.07  0.850
101 C -1.53 0.55 0.30  -0.128
102 C -1.92 -0.43 1.41  0.219
103 Cl 3.70 -0.16 3.95  -0.216
104 N 5.67 -0.68 -1.22  1.059
105 C 0.89 -2.88 -1.12  -0.025
106 H -0.27 7.16 4.07  0.267
107 H 6.33 -1.26 3.13  0.369
108 H 3.18 5.51 0.85  0.314

The LUMO energy (spin up / spin down) comes out at -3.0 / -3.4 eV. The calculation puts the HOMO-LUMO gap (spin up / spin down) at 8.65 / 8.19 eV. The total charge is +1. As for the multiplicity: 6. As for the HOMO energy (spin up / spin down): -11.63 / -11.63 eV.


2.
The following is a quantum chemistry calculation of C26H46IrO2P2 as an isolated structure in a non-equilibrium geometry, from the Open Molecules 2025 dataset.

Last column: Mulliken charge in e.
Positions of all 77 atoms, in Å:
1 C -1.62 0.82 2.32  1.055
2 C -1.02 -4.00 1.88  -1.372
3 H -1.49 -3.52 2.75  0.415
4 H 3.21 -3.43 -1.56  0.368
5 H -1.83 -1.27 -2.61  0.070
6 P 0.75 -3.36 -1.56  1.082
7 H -1.27 1.47 -4.25  0.426
8 C -0.14 1.19 2.42  0.697
9 H 3.06 4.93 -3.27  0.303
10 H 1.79 3.04 2.55  0.405
11 C -1.76 0.89 -2.15  -0.236
12 C 1.39 -4.65 0.75  -1.319
13 H 2.48 -4.52 0.80  0.497
14 H -2.34 -0.73 3.60  0.208
15 H 0.43 -4.45 -3.77  0.437
16 H 1.85 6.20 -3.22  0.333
17 H 0.93 -1.47 0.07  -0.091
18 C -0.81 1.40 -3.25  -0.797
19 C 0.95 -4.98 -0.67  -1.217
20 C -1.95 -0.61 -1.74  -1.031
21 C 1.75 4.81 -1.57  0.970
22 H -0.70 4.31 -0.45  0.098
23 O 0.49 4.78 -1.71  -0.658
24 H 1.55 -4.53 3.28  0.466
25 H 0.70 4.36 2.09  0.406
26 H -3.00 -0.71 -1.41  0.543
27 C 1.12 3.39 1.76  -1.146
28 C 0.46 1.80 -3.00  -0.331
29 C 2.50 5.59 -2.61  -1.161
30 H -0.02 -5.50 -0.69  0.478
31 C -3.67 2.14 1.27  -2.255
32 H 2.39 1.50 -2.11  0.582
33 H 2.55 -4.17 -3.04  0.498
34 H -2.75 1.20 -2.54  0.658
35 Ir -0.32 -0.48 1.39  0.823
36 C 2.43 -3.35 -2.33  -1.623
37 C -2.42 0.36 3.50  -1.038
38 H 2.54 -3.07 2.94  0.411
39 C -1.23 2.78 1.03  1.440
40 C 1.19 -0.21 -1.63  -1.507
41 C 0.55 1.05 3.72  -0.996
42 H 1.22 1.95 -0.96  -0.594
43 H -4.29 1.31 1.63  0.491
44 P 0.54 -3.09 1.56  0.847
45 H -0.91 -4.80 -2.65  0.428
46 H -3.49 0.61 3.38  0.434
47 O 2.50 4.24 -0.70  -0.408
48 H -2.06 0.84 4.42  0.254
49 H -3.93 2.34 0.21  0.373
50 H 1.72 3.60 0.84  -0.166
51 H 2.20 -0.59 -1.41  0.602
52 H 0.87 0.00 3.84  0.205
53 H 1.70 -5.60 -1.20  0.497
54 H -2.46 4.21 -0.01  0.408
55 H 1.03 -2.92 3.93  0.413
56 C -0.20 -4.03 -2.97  -1.412
57 C 0.01 2.43 1.59  -0.243
58 H 3.25 6.24 -2.16  0.400
59 H 0.84 -0.64 -2.57  0.512
60 H -0.79 -3.22 -3.42  0.324
61 H 1.18 -5.52 1.40  0.642
62 C -1.08 -1.09 -0.61  -0.769
63 H 1.44 1.69 3.72  0.411
64 H -1.68 -3.91 1.01  0.338
65 H -0.85 -5.08 2.09  0.464
66 C 1.32 1.32 -1.85  -0.179
67 C -2.21 1.87 1.44  0.371
68 H -0.12 1.36 4.53  0.282
69 C -1.44 4.10 0.37  -1.536
70 H -3.97 3.05 1.83  0.397
71 H -1.29 4.90 1.12  0.479
72 C 0.30 -0.78 -0.56  1.431
73 H 2.59 -2.40 -2.87  0.386
74 H -1.54 -1.86 0.02  0.284
75 H -1.59 1.48 -1.23  -0.390
76 C 1.51 -3.44 3.08  -1.245
77 H 0.99 2.41 -3.79  0.378

The LUMO energy (spin up / spin down) comes out at -6.4 / -8.7 eV. The calculation puts the HOMO-LUMO gap (spin up / spin down) at 6.98 / 5.16 eV. The total charge is +2. As for the multiplicity: 6. As for the HOMO energy (spin up / spin down): -13.43 / -13.90 eV.


3.
The following is a quantum chemistry calculation of a 3-piece molecular cluster, C26H47ClN4O4S overall in a non-equilibrium geometry, from the Open Molecules 2025 dataset.

Last column: Mulliken charge in e.
Positions of all 83 atoms, in Å:
1 H -8.26 1.20 0.05  0.356
2 H 0.76 2.00 -0.11  0.249
3 H 6.08 -0.59 3.41  0.445
4 H -0.91 0.35 -1.90  0.257
5 H -8.47 -3.73 -0.91  0.380
6 C 5.47 1.16 1.56  -1.660
7 H -1.66 2.22 0.27  0.550
8 C -8.24 -1.76 -1.74  -1.268
9 C -6.79 -2.79 0.05  -1.279
10 H -4.19 -2.04 -0.07  0.384
11 H -2.07 3.40 -3.62  0.454
12 C -1.73 0.77 -1.32  -0.056
13 H -8.58 0.60 -3.10  0.444
14 H -7.63 -2.16 -2.56  0.400
15 H 5.39 1.53 2.59  0.380
16 H 11.14 -0.05 2.31  0.428
17 H 0.52 2.76 -2.17  0.131
18 H -2.95 2.57 -1.51  0.484
19 O 7.85 1.58 2.60  -0.612
20 C -8.74 0.36 -0.46  -1.754
21 N 7.88 0.69 1.67  0.473
22 H 10.49 1.39 1.51  0.441
23 H -1.80 0.59 0.85  0.322
24 C -7.60 0.49 -2.64  -1.939
25 H -8.93 -2.46 0.19  0.314
26 C -8.19 -2.74 -0.57  -0.497
27 C 8.75 -1.30 2.83  -1.264
28 C -6.22 -1.42 0.42  1.837
29 H 6.98 -1.36 -0.20  0.274
30 C 0.17 4.56 -3.13  -0.037
31 C 10.27 0.61 2.24  -1.850
32 C -0.86 1.77 -4.07  0.076
33 H 10.11 1.07 3.21  0.382
34 C 6.42 -0.45 -0.02  -1.687
35 H 6.75 0.31 -0.74  0.381
36 C -1.46 2.67 -3.08  0.526
37 H 8.71 -0.84 3.83  0.388
38 H 7.23 -2.71 3.39  0.398
39 H -3.15 1.42 -2.80  0.359
40 H 5.36 -1.56 2.14  0.301
41 H -2.46 -0.02 -1.20  0.077
42 C 9.07 -0.22 1.80  1.707
43 H -6.81 -3.42 0.95  0.380
44 H 10.48 -1.19 0.48  0.479
45 H -7.98 -0.92 1.66  0.293
46 C 9.44 -0.86 0.45  -1.785
47 H -4.29 -0.57 0.91  0.450
48 C -7.73 -0.36 -1.38  1.732
49 H 7.51 -2.65 1.67  0.299
50 C 0.19 1.25 0.44  -0.868
51 H -7.22 1.49 -2.39  0.431
52 H -6.12 -3.28 -0.66  0.383
53 Cl 1.48 -0.56 -1.63  -0.226
54 C -0.33 3.43 -2.35  -0.260
55 H -9.55 0.76 -1.07  0.473
56 O 0.23 -1.35 0.77  -0.554
57 C -1.30 1.21 0.10  -0.752
58 H 5.38 -0.67 -0.23  0.404
59 H -4.61 -2.15 1.63  0.478
60 H -9.20 -0.29 0.28  0.298
61 H -6.93 0.04 -3.37  0.371
62 H 0.31 1.50 1.50  0.496
63 C -6.90 -0.87 1.68  -1.760
64 H -6.58 -1.46 2.54  0.481
65 C 6.54 0.08 1.42  1.716
66 S 1.08 -0.29 0.35  1.070
67 N -6.38 -0.48 -0.74  0.564
68 H -9.26 -1.67 -2.12  0.363
69 O -5.44 -0.63 -1.61  -0.592
70 H 8.85 -1.74 0.20  0.290
71 C 7.43 -2.03 2.57  -0.553
72 H 9.35 -0.14 -0.36  0.351
73 H 5.69 2.02 0.92  0.472
74 H 9.58 -2.02 2.86  0.368
75 H 4.51 0.75 1.28  0.298
76 H -6.60 0.16 1.86  0.372
77 O 2.34 -0.09 0.98  -0.546
78 N -0.34 0.97 -4.71  -0.488
79 C -4.74 -1.55 0.73  -2.068
80 H -0.70 3.82 -1.40  0.369
81 C 6.28 -1.04 2.43  -1.192
82 N 0.58 5.41 -3.77  -0.423
83 C -2.40 1.88 -2.15  -1.309

The LUMO energy (spin up / spin down) comes out at 0.2 / 0.1 eV. The calculation puts the HOMO-LUMO gap (spin up / spin down) at 8.15 / 9.17 eV. As for the multiplicity: 3. As for the HOMO energy (spin up / spin down): -7.97 / -9.08 eV.


4.
The following is a quantum chemistry calculation of a 5-piece molecular cluster, C26H48BN2O5S7 overall in a non-equilibrium geometry, from the Open Molecules 2025 dataset.

Last column: Mulliken charge in e.
Positions of all 89 atoms, in Å:
1 C -3.00 -0.99 0.14  0.057
2 C -1.62 6.52 -0.81  -0.945
3 H -2.49 4.53 2.15  0.343
4 H 4.50 -4.04 4.08  0.148
5 H 0.05 -2.77 -1.38  -0.006
6 H 2.31 -2.48 7.45  0.297
7 C -2.98 0.63 -2.42  -0.395
8 C -5.88 -1.58 1.25  -0.402
9 H 5.82 -6.18 4.21  0.226
10 H -5.80 -3.89 -6.27  0.321
11 C -0.07 1.40 -2.61  -0.558
12 H -1.94 -0.76 -0.21  0.171
13 B 2.21 -2.45 -2.65  0.698
14 C 1.10 8.93 -0.96  -0.785
15 C 2.97 -4.23 -1.10  -0.930
16 O 4.37 -5.75 1.78  -0.629
17 C 0.89 -2.93 -0.61  -0.550
18 H 1.24 8.64 -2.00  0.310
19 C -4.21 -0.73 -0.77  0.390
20 C 3.06 -2.56 8.24  -0.938
21 H -3.43 -4.23 -4.98  0.267
22 H 3.83 -1.30 -4.38  0.263
23 H -7.34 -1.84 -5.58  0.304
24 H 1.79 1.74 -1.46  0.382
25 C -4.09 -3.36 -4.69  -0.630
26 H 1.22 0.00 -1.35  0.146
27 H 2.60 -2.85 9.18  0.376
28 N -4.19 -0.18 -2.14  0.371
29 H -2.03 7.43 -0.38  0.386
30 C -4.66 -1.86 2.16  -0.444
31 C 1.37 0.87 -2.08  -0.478
32 C 3.16 -5.16 7.59  -0.941
33 S 4.31 -3.78 7.77  0.430
34 C 2.43 0.59 -3.25  -0.502
35 H 0.83 -2.04 0.13  0.193
36 O 4.80 -3.42 6.40  -0.545
37 C 5.08 -3.64 3.25  -0.722
38 H 4.46 -2.94 2.68  0.345
39 H -3.33 4.77 0.59  0.238
40 O 1.32 -3.02 -3.62  -0.508
41 H 1.64 11.69 -1.46  0.352
42 C -5.82 -1.01 -3.96  -0.268
43 H 0.86 10.96 -2.90  0.307
44 H 1.95 0.64 -4.30  0.451
45 H 3.23 1.43 -3.26  0.406
46 H 7.33 -5.32 3.77  0.372
47 C -5.64 -1.04 -0.18  -0.273
48 H 2.04 9.30 -0.53  0.413
49 S -0.16 10.22 -0.84  0.508
50 H 2.40 -4.92 6.85  0.303
51 C 6.49 -5.91 3.39  -0.903
52 H -2.37 -1.78 2.32  0.269
53 S -1.30 -0.01 -2.81  0.146
54 H 6.87 -6.82 2.93  0.340
55 S -3.17 2.31 -2.32  -0.092
56 C -3.58 -2.40 -3.55  0.156
57 H 3.13 -4.44 0.02  0.305
58 H 3.73 -6.03 7.26  0.305
59 H 0.06 12.28 -2.02  0.327
60 H -3.00 6.17 1.66  0.377
61 H -6.51 -0.14 -3.68  0.331
62 H -6.55 -0.83 -0.85  0.259
63 H 0.08 2.00 -3.57  0.357
64 H -0.43 2.15 -1.81  0.228
65 S 5.59 -4.97 2.14  0.506
66 N 2.26 -2.91 -1.22  -0.041
67 H 0.76 8.07 -0.38  0.117
68 H -2.38 5.99 -1.39  0.378
69 H -0.78 6.76 -1.46  0.248
70 S -1.02 5.45 0.52  0.414
71 H -2.58 -2.58 -3.01  0.184
72 S 3.35 -1.02 -3.09  -0.092
73 H -4.85 -2.29 3.20  0.321
74 C -4.46 -1.19 -3.18  -0.033
75 H 0.76 -3.90 -0.02  0.386
76 C -3.24 -1.55 1.59  -0.545
77 H -6.98 -1.77 1.55  0.300
78 H 5.96 -3.12 3.63  0.337
79 O -1.37 9.74 -1.58  -0.597
80 O -0.62 4.14 -0.10  -0.556
81 H 3.56 -1.59 8.36  0.312
82 H 2.69 -5.37 8.55  0.393
83 H 3.98 -4.15 -1.66  0.318
84 C -5.43 -3.18 -5.44  -0.371
85 C -2.62 5.21 1.31  -0.913
86 H 0.79 -3.75 -3.22  0.305
87 C 0.69 11.40 -1.92  -0.937
88 H 2.32 -5.02 -1.62  0.290
89 C -6.32 -1.98 -5.05  -0.459

The LUMO energy comes out at -3.9 eV. The calculation puts the HOMO-LUMO gap at 6.11 eV. The total charge is +1. As for the HOMO energy: -10.06 eV.


5.
The following is a quantum chemistry calculation of C26H48N2O2P2Ru as an isolated structure in a non-equilibrium geometry, from the Open Molecules 2025 dataset.

Last column: Mulliken charge in e.
Positions of all 81 atoms, in Å:
1 H -1.62 -2.50 -3.02  0.472
2 C -1.26 -0.25 2.75  -0.348
3 H -4.20 0.75 -0.18  0.346
4 C 2.09 -0.73 4.05  -1.045
5 C -2.79 1.22 -2.60  0.410
6 H -4.51 0.53 -3.78  0.240
7 C -3.74 -1.15 -1.19  0.074
8 H -0.25 -1.96 -4.79  0.412
9 P -2.22 -0.47 -2.02  1.856
10 C -0.74 -1.07 -4.36  -1.492
11 H 1.29 -0.01 3.88  -0.055
12 C 4.97 -0.94 0.39  -1.543
13 H -2.12 2.89 -3.76  0.539
14 C -4.26 1.29 -3.03  -1.391
15 N 0.72 4.53 4.81  -0.145
16 N -0.02 -0.09 2.29  0.858
17 H 4.31 1.47 1.18  0.451
18 H 2.65 2.39 -0.49  0.300
19 H -3.98 -3.26 -1.75  0.318
20 H 1.63 -1.65 4.44  0.441
21 C 0.25 3.53 4.42  -0.412
22 H -1.92 -0.97 2.24  0.831
23 C -0.11 1.49 -0.99  0.315
24 H 5.57 -0.03 0.29  0.469
25 H -2.06 1.36 -4.67  0.290
26 H -1.07 -0.44 -5.20  0.406
27 C -3.17 -1.79 -4.33  -1.560
28 C 2.90 -1.05 2.78  -0.155
29 C 3.52 -0.70 -0.04  0.092
30 H 3.94 -0.80 2.99  0.904
31 H -0.75 -1.96 0.34  1.189
32 H 5.08 -1.31 1.42  0.373
33 H 3.86 -0.52 -2.14  0.455
34 H -5.03 -0.69 0.46  0.593
35 C -1.23 1.57 4.44  -0.009
36 P 2.52 0.02 1.33  0.683
37 O 1.33 -2.34 -2.08  -0.221
38 C 2.76 -2.52 2.34  -1.541
39 H 2.65 -3.15 3.23  0.465
40 H 5.39 -1.70 -0.28  0.418
41 H 3.38 3.61 0.56  0.466
42 H -4.55 -1.01 -1.93  0.850
43 H 4.16 0.99 -1.26  0.399
44 H 4.12 2.99 2.96  0.509
45 C -3.66 -2.66 -0.88  -1.462
46 C 3.33 2.23 2.93  -1.463
47 H 2.39 2.72 3.21  0.280
48 H -2.67 1.82 -1.69  0.439
49 H 2.49 0.46 -1.61  0.275
50 O -0.01 2.65 -1.13  -0.243
51 H -2.61 -0.08 4.38  0.527
52 H -1.65 1.94 5.38  0.525
53 C 3.49 0.13 -1.33  -1.508
54 C -0.23 2.32 3.87  0.515
55 C 2.71 2.74 0.54  -1.473
56 H 3.02 -1.66 -0.22  0.682
57 H -4.44 2.27 -3.48  0.452
58 C -1.91 -1.54 -3.49  0.309
59 C -1.88 1.82 -3.68  -1.764
60 H 0.18 2.04 2.91  0.385
61 H 2.73 -0.32 4.83  0.399
62 H -4.01 -2.16 -3.74  0.383
63 H 0.03 -0.52 -3.80  0.275
64 C -4.08 -0.32 0.05  -1.491
65 H 1.89 -2.69 1.70  0.348
66 H -2.66 -2.99 -0.59  0.298
67 H -1.51 -1.73 0.22  -1.281
68 C 3.27 1.69 1.50  0.437
69 H -3.47 -0.88 -4.88  0.329
70 H 3.57 1.46 3.66  0.386
71 H 3.65 -2.86 1.81  0.369
72 C 0.64 -0.16 1.18  -0.449
73 H -4.94 1.19 -2.18  0.366
74 C -1.75 0.39 3.90  -0.967
75 H -2.93 -2.56 -5.08  0.456
76 H 1.71 3.08 0.85  0.314
77 H -4.35 -2.89 -0.05  0.453
78 Ru -0.39 -0.32 -0.64  -0.311
79 C 0.67 -1.52 -1.56  0.296
80 H -0.82 1.75 -3.44  0.381
81 H -3.31 -0.42 0.82  0.027

The LUMO energy (spin up / spin down) comes out at -14.7 / -16.8 eV. The calculation puts the HOMO-LUMO gap (spin up / spin down) at 6.60 / 4.48 eV. The total charge is +4. As for the multiplicity: 5. As for the HOMO energy (spin up / spin down): -21.34 / -21.32 eV.